The following is a DFT calculation (ωB97M-V/def2-TZVPD) of a single C4H8O molecule.

Each line ends with the natural charge from an NBO analysis.
CARTESIAN COORDINATES (ANGSTROEM)
C1 -1.503 -0.058 -0.011  -0.618
C2 -0.120 0.573 -0.284  -0.265
C3 0.851 0.388 0.853  -0.443
C4 1.244 -0.118 -0.490  0.088
O1 1.284 -1.472 -0.823  -0.701
H1 -2.006 0.602 0.715  0.219
H2 -1.462 -1.039 0.477  0.212
H3 -2.190 -0.136 -0.863  0.209
H4 0.456 -1.613 -1.291  0.473
H5 -0.225 1.559 -0.733  0.213
H6 1.376 1.261 1.219  0.214
H7 0.564 -0.351 1.594  0.217
H8 2.134 0.393 -0.884  0.182

Structure (SMILES) ... C[C@H]1C[C@H]1O
Net charge ... 0
Gap between HOMO and LUMO ... 10.659 eV
E_tot ... -6323.70364 eV
ΔE to the lowest compared entry with this formula, charge and spin ... 33.77 kcal/mol
2S+1 ... 1
HOMO level ... -9.65 eV

The following is a DFT calculation (ωB97M-V/def2-TZVPD) of a molecular structure, C4H8O in a non-equilibrium geometry.

Each line ends with the natural charge from an NBO analysis.
CARTESIAN COORDINATES (ANGSTROEM)
C1 1.307 -0.840 -0.035  -0.601
C2 -0.099 -0.309 0.148  -0.401
C3 -0.256 0.888 1.081  -0.069
O1 -0.554 1.718 -0.071  -0.469
C4 -0.449 0.720 -0.946  0.276
H1 1.347 -1.529 -0.881  0.224
H2 1.623 -1.379 0.862  0.213
H3 2.014 -0.027 -0.233  0.212
H4 -0.798 -1.128 0.342  0.233
H5 0.637 1.248 1.596  0.189
H6 -1.113 0.853 1.749  0.190
H7 -2.153 -0.329 -1.668  -0.072
H8 -1.504 0.112 -1.944  0.076

Net charge ... 0
Gap between HOMO and LUMO ... 8.905 eV
E_tot ... -6320.17625 eV
ΔE to the lowest compared entry with this formula, charge and spin ... 115.11 kcal/mol
2S+1 ... 1
HOMO level ... -8.22 eV

The following is a DFT calculation (ωB97M-V/def2-TZVPD) of a gas-phase ion, C4H8O2 (charge -2).

Each line ends with the natural charge from an NBO analysis.
CARTESIAN COORDINATES (ANGSTROEM)
C1 0.481 -0.082 0.568  -0.440
C2 -0.486 0.099 -0.590  -0.438
C3 -0.133 -0.693 -1.890  0.011
O1 -1.019 -0.610 -2.898  -0.995
C4 0.145 0.692 1.888  0.010
O2 0.752 0.224 2.999  -0.995
H1 0.477 -1.135 0.900  0.175
H2 1.519 0.170 0.319  0.160
H3 -0.611 1.129 -0.942  0.165
H4 -1.485 -0.194 -0.233  0.164
H5 0.067 -1.750 -1.555  0.050
H6 0.887 -0.292 -2.151  0.043
H7 -0.981 0.667 1.924  0.050
H8 0.386 1.776 1.661  0.041

Structure (SMILES) ... [O-]CCCC[O-]
Net charge ... -2
Gap between HOMO and LUMO ... 6.525 eV
E_tot ... -8368.74265 eV
ΔE to the lowest compared entry with this formula, charge and spin ... 1.47 kcal/mol
2S+1 ... 1
HOMO level ... 0.98 eV

The following is a DFT calculation (ωB97M-V/def2-TZVPD) of 2 unconnected molecules or ions with the total composition C4H8O2 in a non-equilibrium geometry.

Each line ends with the natural charge from an NBO analysis.
CARTESIAN COORDINATES (ANGSTROEM)
C1 -0.696 -1.466 0.727  -0.458
C2 -0.740 -0.185 0.397  0.266
O1 0.246 0.366 -0.422  -0.706
C3 -1.751 0.712 0.968  -0.249
C4 -1.610 2.020 1.094  -0.361
H1 0.016 -2.135 0.255  0.208
H2 -1.516 -1.900 1.278  0.202
H3 1.048 0.284 0.107  0.488
H4 -2.604 0.172 1.354  0.206
H5 -0.692 2.485 0.768  0.202
H6 -2.363 2.684 1.513  0.202
H7 4.047 -1.603 -2.071  0.467
H8 2.609 -1.464 -2.535  0.471
O2 3.240 -1.107 -1.904  -0.938

Structure (SMILES) ... C=CC(=C)O.O
Net charge ... 0
Gap between HOMO and LUMO ... 9.618 eV
E_tot ... -8371.12398 eV
ΔE to the lowest compared entry with this formula, charge and spin ... 49.76 kcal/mol
2S+1 ... 1
HOMO level ... -8.86 eV